Arrangement P

Density functional theory data (the ωB97M-V functional and the def2-TZVPD basis) for a 14-piece molecular cluster, C28H84O14 overall.

HOMO energy	-0.369	Eh
HOMO-LUMO gap	10.069	eV

Structure (XYZ):
```
126
C28H84O14, DFT the ωB97M-V functional and the def2-TZVPD basis
C 27.8296 17.5971 18.5414
C 26.7523 16.4861 18.4871
O 27.3568 15.2979 18.8980
H 28.6764 17.4825 17.8647
H 28.1075 17.6554 19.5937
H 27.4008 18.5521 18.2378
H 26.3732 16.4124 17.4678
H 25.9112 16.6172 19.1678
H 27.9680 15.1107 18.1817
C 18.1603 18.3496 4.7364
C 17.3398 17.6212 5.8356
O 16.9170 18.5899 6.7805
H 17.6145 19.1908 4.3091
H 18.6770 17.6818 4.0471
H 18.9223 18.9390 5.2464
H 17.9129 16.8400 6.3352
H 16.5187 17.1850 5.2668
H 16.7206 18.0864 7.5740
C 23.7189 20.9667 7.9479
C 24.6625 19.9506 7.3605
O 24.6186 19.9272 5.9504
H 22.6706 20.7473 7.7455
H 23.9212 22.0256 7.7868
H 23.8429 20.9182 9.0298
H 24.3889 18.9851 7.7861
H 25.6861 20.1617 7.6701
H 25.1472 19.1716 5.6832
C 15.4839 20.1893 17.1734
C 15.6475 18.7787 16.6165
O 14.4163 18.3422 16.0335
H 15.3752 20.8724 16.3310
H 16.4015 20.4964 17.6753
H 14.6094 20.3451 17.8051
H 15.8322 18.1508 17.4881
H 16.4737 18.7115 15.9087
H 13.7019 18.2435 16.6672
C 25.1530 9.5802 14.5925
C 25.9637 9.2941 13.3926
O 26.2794 10.5898 12.8689
H 25.7497 10.1538 15.3018
H 24.7988 8.6984 15.1265
H 24.2811 10.2189 14.4518
H 25.3468 8.8476 12.6127
H 26.8125 8.6117 13.4385
H 26.9277 10.4468 12.1755
C 21.5914 16.4487 12.0962
C 22.5427 15.3613 11.6599
O 23.6549 15.4000 12.4491
H 21.1201 16.0741 13.0049
H 20.8432 16.6080 11.3197
H 22.1371 17.3703 12.2985
H 22.8610 15.3674 10.6174
H 22.1533 14.3541 11.8083
H 24.1412 14.5723 12.4560
C 22.5794 21.4253 17.5543
C 22.7754 22.8801 17.9630
O 21.7065 23.2655 18.8003
H 21.5882 21.1386 17.2029
H 22.7070 20.8004 18.4382
H 23.3718 21.1991 16.8408
H 22.7080 23.5544 17.1093
H 23.7665 23.0034 18.3994
H 21.0660 23.6596 18.2037
C 30.5221 18.8872 11.9661
C 29.4061 17.9836 12.3503
O 28.2404 18.6772 12.7447
H 31.4352 18.3181 11.7918
H 30.6940 19.6635 12.7118
H 30.3229 19.4359 11.0456
H 29.7210 17.3369 13.1692
H 29.1978 17.3296 11.5036
H 27.5499 18.0297 12.9050
C 24.5376 14.4834 3.5352
C 25.9872 14.0990 3.6483
O 26.7743 15.3012 3.8255
H 24.2765 15.0350 2.6320
H 24.1787 14.9567 4.4491
H 23.9547 13.5702 3.4163
H 26.2588 13.5168 2.7677
H 26.1014 13.4629 4.5260
H 27.6980 15.1183 3.6391
C 20.7790 9.6618 8.3346
C 20.1843 8.3303 8.0595
O 20.9163 7.2506 8.6401
H 21.8342 9.6948 8.0633
H 20.7755 9.7806 9.4181
H 20.2176 10.4837 7.8903
H 20.0104 8.0854 7.0117
H 19.1819 8.2349 8.4768
H 21.7790 7.1459 8.2324
C 32.1305 11.4402 17.4148
C 30.8727 10.8685 16.8432
O 30.3664 11.8693 15.9876
H 31.7888 12.1299 18.1866
H 32.6675 11.9469 16.6129
H 32.7924 10.6439 17.7552
H 30.1370 10.6142 17.6062
H 31.0873 9.9599 16.2807
H 29.9312 11.4668 15.2325
C 19.4261 13.2170 18.1875
C 18.5630 12.9316 19.4461
O 18.2448 11.5827 19.5844
H 18.9357 13.0301 17.2321
H 20.3828 12.7039 18.2849
H 19.6063 14.2920 18.1904
H 17.6119 13.4619 19.3975
H 19.1069 13.2129 20.3479
H 19.0822 11.1726 19.8128
C 14.4785 13.1205 10.5747
C 15.4610 13.9472 11.4221
O 15.2474 15.2976 11.2167
H 14.7523 13.3052 9.5359
H 13.4344 13.3874 10.7378
H 14.5296 12.0384 10.6950
H 16.5011 13.7545 11.1591
H 15.3735 13.7203 12.4846
H 14.7306 15.5660 11.9799
C 19.3255 23.6571 11.9810
C 19.4109 25.0413 11.2718
O 19.3935 26.1152 12.1990
H 19.6181 22.9058 11.2475
H 18.3291 23.3279 12.2755
H 19.9436 23.6105 12.8776
H 18.6594 25.2341 10.5063
H 20.3255 25.1114 10.6830
H 19.4602 26.9136 11.6702
```

Atom charges from the Mulliken analysis, given in e for atoms 1 to 99: C -0.94; C -0.25; O -0.50; H 0.33; H 0.26; H 0.30; H 0.23; H 0.28; H 0.30; C -1.05; C -0.15; O -0.51; H 0.29; H 0.33; H 0.27; H 0.30; H 0.22; H 0.30; C -1.08; C -0.10; O -0.52; H 0.27; H 0.32; H 0.34; H 0.22; H 0.25; H 0.30; C -0.97; C -0.19; O -0.54; H 0.26; H 0.30; H 0.32; H 0.22; H 0.29; H 0.30; C -1.07; C -0.14; O -0.52; H 0.27; H 0.35; H 0.28; H 0.23; H 0.32; H 0.29; C -0.92; C -0.22; O -0.50; H 0.25; H 0.30; H 0.28; H 0.28; H 0.24; H 0.29; C -0.89; C -0.27; O -0.51; H 0.28; H 0.26; H 0.30; H 0.26; H 0.26; H 0.31; C -1.08; C -0.11; O -0.53; H 0.33; H 0.30; H 0.29; H 0.24; H 0.25; H 0.30; C -1.07; C -0.15; O -0.52; H 0.31; H 0.27; H 0.35; H 0.29; H 0.23; H 0.29; C -0.88; C -0.27; O -0.52; H 0.29; H 0.25; H 0.30; H 0.29; H 0.25; H 0.29; C -0.95; C -0.20; O -0.50; H 0.24; H 0.27; H 0.33; H 0.22; H 0.31; H 0.28



Arrangement Q

Density functional theory data (the ωB97M-V functional and the def2-TZVPD basis) for a 14-piece molecular cluster, C28H84O14 overall.

HOMO energy	-0.355	Eh
HOMO-LUMO gap	10.028	eV

Structure (XYZ):
```
126
C28H84O14, DFT the ωB97M-V functional and the def2-TZVPD basis
C 5.7729 3.0214 -1.4168
C 4.5103 3.5123 -0.6913
O 3.5615 2.4942 -0.8715
H 6.1444 2.0524 -1.0834
H 6.5846 3.7488 -1.4341
H 5.5155 2.7515 -2.4410
H 4.1539 4.4773 -1.0517
H 4.8205 3.6169 0.3484
H 2.6913 2.8719 -0.7240
C -3.2607 2.0365 4.8643
C -2.5234 2.8125 3.8167
O -1.8359 1.9038 3.0709
H -2.6769 1.8367 5.7628
H -3.7986 1.1384 4.5606
H -4.0817 2.6781 5.1844
H -1.8377 3.4756 4.3441
H -3.2220 3.4086 3.2296
H -1.1880 1.4593 3.6226
C -4.9175 1.7436 0.8329
C -4.2671 3.0269 0.5779
O -2.9111 3.1313 0.6271
H -4.6717 1.0774 0.0059
H -5.9830 1.9305 0.9666
H -4.4714 1.2215 1.6793
H -4.6417 3.7880 1.2624
H -4.5472 3.4046 -0.4055
H -2.6717 2.8258 1.5052
C 3.1924 -5.1206 1.0181
C 3.8683 -3.8908 0.5109
O 5.2269 -3.8831 0.9271
H 3.8022 -5.9912 0.7764
H 2.1939 -5.2547 0.6021
H 3.1777 -5.1417 2.1078
H 3.3838 -2.9861 0.8782
H 3.8335 -3.8006 -0.5748
H 5.2517 -4.1771 1.8407
C 4.8224 -0.9250 2.6461
C 3.9093 -0.0339 1.7554
O 4.6504 1.0825 1.4091
H 5.6455 -1.3131 2.0461
H 4.2302 -1.7722 2.9919
H 5.2021 -0.3379 3.4824
H 3.0409 0.2933 2.3271
H 3.4890 -0.5820 0.9122
H 4.2299 1.6073 0.7241
C -4.1401 -0.6950 -3.6262
C -4.1528 -0.9132 -2.1267
O -5.5294 -0.8703 -1.7304
H -3.1123 -0.5986 -3.9761
H -4.5575 0.2735 -3.9017
H -4.6050 -1.4028 -4.3125
H -3.6757 -0.0366 -1.6886
H -3.6553 -1.8384 -1.8358
H -5.8444 -1.7553 -1.9283
C 1.2685 2.0775 -3.9441
C 2.6685 2.6789 -4.1691
O 3.1222 2.5095 -5.4691
H 0.8866 2.1584 -2.9265
H 1.2936 1.0367 -4.2668
H 0.5476 2.5786 -4.5901
H 3.4383 2.3048 -3.4942
H 2.7010 3.7411 -3.9266
H 4.0602 2.7123 -5.4920
C -1.1313 -0.1796 0.0768
C 0.1305 -0.2282 -0.7385
O 1.0227 -1.1174 -0.1403
H -0.9321 0.1648 1.0917
H -1.6586 -1.1332 0.1050
H -1.8157 0.5617 -0.3355
H 0.5807 0.7527 -0.8912
H -0.0770 -0.5991 -1.7422
H 1.8031 -1.1334 -0.6991
C -2.2112 2.3481 -2.9406
C -2.7680 3.7231 -2.5984
O -1.9504 4.3407 -1.6665
H -1.8104 1.8180 -2.0766
H -1.4092 2.4258 -3.6747
H -2.9803 1.7416 -3.4188
H -3.8349 3.6991 -2.3766
H -2.7601 4.2916 -3.5284
H -2.1489 3.9581 -0.8088
C -3.1567 -4.1256 -0.4690
C -1.9592 -4.9551 -1.0505
O -0.9496 -5.2992 -0.1394
H -3.8403 -3.7693 -1.2396
H -2.7973 -3.2875 0.1281
H -3.7644 -4.7280 0.2061
H -1.5328 -4.3598 -1.8578
H -2.3274 -5.8924 -1.4676
H -0.7125 -4.5603 0.4257
C -0.1474 -4.5594 3.4132
C 0.4982 -3.3185 2.7576
O -0.0331 -3.1216 1.4520
H 0.2840 -4.7417 4.3974
H -0.1486 -5.5184 2.8951
H -1.1842 -4.3367 3.6656
H 1.5779 -3.3259 2.9072
H 0.2359 -2.4241 3.3227
H 0.3872 -2.4175 0.9528
C 1.4445 2.8237 1.5267
C 0.5545 3.6436 0.6868
O 1.1772 3.9220 -0.5507
H 2.4227 3.2901 1.6442
H 1.5743 1.8712 1.0130
H 0.9362 2.6390 2.4731
H 0.4370 4.6304 1.1346
H -0.4250 3.1985 0.5119
H 0.7276 4.6616 -0.9661
C 4.5498 -0.5379 -3.6713
C 4.2732 -0.9777 -2.2523
O 3.2140 -0.2747 -1.6446
H 5.3993 -1.0907 -4.0724
H 4.8174 0.5091 -3.8139
H 3.6544 -0.6625 -4.2802
H 5.1874 -0.7741 -1.6947
H 4.0676 -2.0461 -2.1870
H 3.5008 0.6146 -1.4243
C -3.2635 -2.0449 2.9261
C -4.6378 -2.4534 2.4866
O -5.5285 -1.5376 3.1245
H -2.5093 -2.6290 2.3989
H -3.1212 -2.1799 3.9983
H -3.0778 -0.9899 2.7245
H -4.9149 -3.4787 2.7318
H -4.6644 -2.3208 1.4050
H -6.3857 -1.6799 2.7165
```

Atom charges from the Mulliken analysis, given in e for atoms 1 to 99: C -1.09; C -0.32; O 0.71; H 0.24; H 0.43; H 0.20; H 0.44; H 0.35; H -0.68; C -1.33; C -0.16; O -0.32; H 0.41; H 0.25; H 0.42; H 0.31; H 0.29; H 0.25; C -0.34; C -0.40; O -0.12; H -0.20; H 0.49; H -0.04; H 0.40; H 0.26; H -0.33; C -1.42; C 0.87; O -0.57; H 0.44; H 0.21; H 0.42; H -0.33; H 0.07; H 0.34; C -1.37; C 0.73; O -0.61; H 0.33; H 0.25; H 0.45; H 0.06; H -0.19; H 0.29; C -1.54; C 2.26; O -0.59; H 0.34; H 0.39; H 0.39; H -0.98; H -0.63; H 0.36; C -0.64; C 0.11; O -0.60; H -0.10; H 0.26; H 0.40; H -0.24; H 0.36; H 0.36; C 0.84; C 0.76; O -0.14; H 0.10; H -0.88; H -0.41; H -0.85; H 0.55; H -0.10; C 0.71; C -0.88; O -0.57; H -0.24; H -0.10; H -0.17; H 0.30; H 0.45; H 0.49; C -0.63; C -0.47; O -0.57; H 0.39; H -0.23; H 0.42; H 0.25; H 0.37; H 0.18; C -1.44; C -0.01; O 0.72; H 0.44; H 0.30; H 0.26; H 0.20; H 0.29; H -0.17



Arrangement R

Density functional theory data (the ωB97M-V functional and the def2-TZVPD basis) for a 14-piece molecular cluster, C28H84O14 overall.

HOMO energy	-0.343	Eh
HOMO-LUMO gap	9.777	eV

Structure (XYZ):
```
126
C28H84O14, DFT the ωB97M-V functional and the def2-TZVPD basis
C 0.5689 -4.6588 1.8321
O 0.4499 -3.4768 2.7821
H -0.2621 -5.2538 1.8181
H 1.2629 -5.2168 2.0501
H 0.6129 -4.1848 0.9241
H 1.3019 -3.1478 3.0601
C -2.7501 -3.2328 1.3351
O -2.0391 -2.3218 2.0421
H -2.6481 -2.8638 0.2451
H -3.7761 -3.1598 1.6521
H -2.3271 -4.2958 1.2481
H -1.1021 -2.6528 1.9781
C -5.1681 -0.1478 0.2231
O -6.1891 -0.9528 -0.4579
H -5.6271 0.1392 0.9761
H -4.8811 0.6922 -0.4519
H -4.2131 -0.3618 0.0381
H -6.8721 -0.8148 0.1391
C 3.4109 -1.9928 4.8391
O 2.6629 -1.8968 3.5801
H 2.6559 -1.6258 5.5041
H 4.1069 -1.3428 4.5601
H 3.7639 -2.8428 4.9391
H 2.9829 -1.1598 3.1111
C -3.8151 0.0452 -3.5699
O -4.2091 0.8322 -4.7239
H -2.9451 0.6882 -2.9169
H -3.2951 -1.0678 -3.4769
H -4.5441 -0.0388 -2.9159
H -5.1101 1.0652 -4.3879
C 2.0449 3.9312 0.6881
O 2.3779 3.4532 1.9481
H 2.4849 3.1942 -0.0869
H 2.3629 4.7692 0.4851
H 0.9329 4.1172 0.1761
H 1.9509 2.6802 2.0211
C 4.5679 0.7902 1.3691
O 3.6649 0.5982 2.5111
H 5.1499 1.6902 1.1391
H 4.2019 0.6532 0.3671
H 5.0519 -0.2078 1.3021
H 4.1029 0.9262 3.2191
C -1.3741 -3.4058 -3.3349
C 0.1609 -3.9548 -3.5079
C 1.1029 -2.7738 -3.5229
O 0.3469 -4.8568 -2.4559
H -1.7801 -2.6888 -4.0299
H -1.6611 -2.9768 -2.3369
H -1.9861 -4.3258 -3.4989
H 0.2009 -4.4798 -4.2599
H 1.1689 -2.0698 -4.2879
H 2.1429 -3.1118 -3.3869
H 0.8679 -1.9068 -3.0659
H 1.2869 -5.2338 -2.6309
C 3.9819 -2.7768 0.0521
C 5.4429 -3.2328 -0.3059
C 5.6329 -4.7538 -0.1519
O 5.7349 -2.9608 -1.6029
H 3.8439 -2.9708 1.1181
H 3.2569 -3.0458 -0.6779
H 4.0259 -1.6208 0.2951
H 6.1139 -2.5448 0.3731
H 6.5349 -5.1258 -0.3289
H 5.1899 -5.3518 -0.5709
H 5.4709 -4.8868 0.7211
H 5.6879 -2.0068 -1.6559
C -3.9321 3.6432 0.6471
C -3.5591 3.5812 2.1061
C -4.2981 4.5462 3.0131
O -3.8621 2.1942 2.4711
H -4.8891 3.4902 0.5681
H -3.3381 2.9612 0.1031
H -3.7111 4.5352 0.4301
H -2.3911 3.6422 2.0211
H -5.3531 4.5752 2.9111
H -3.9171 5.5732 2.7131
H -4.1361 4.4012 4.0901
H -2.9831 1.7262 2.3961
C 3.3579 0.0572 -2.7039
C 4.8079 0.7162 -2.6819
C 4.9579 2.1962 -2.1769
O 5.4249 -0.0568 -1.5889
H 2.7219 0.2082 -1.8729
H 3.2159 -0.9608 -2.8819
H 2.6369 0.3272 -3.4099
H 5.2749 0.4782 -3.6499
H 4.6939 2.7552 -3.1009
H 5.8369 2.6332 -2.1309
H 4.3659 2.6372 -1.4159
H 6.2759 0.1722 -1.2829
C -0.7231 1.4342 4.6131
C -1.3571 0.0642 4.3561
C -2.4891 -0.2148 5.2881
O -1.9741 0.2422 3.0291
H -1.4811 2.2192 4.5421
H -0.0581 1.7932 3.9181
H -0.3301 1.6182 5.6131
H -0.6251 -0.6838 4.3021
H -3.1011 0.5832 5.3711
H -2.1231 -0.5488 6.3381
H -2.8771 -1.1558 5.1271
H -2.3041 -0.5528 2.8521
C 0.7609 -0.7268 0.5441
C -0.0281 0.4832 -0.0329
C -1.2781 0.2052 -0.7609
O -0.1621 1.3912 0.9691
H 0.1839 -1.4128 1.2991
H 1.5069 -0.5908 1.4651
H 1.0639 -1.4528 -0.2209
H 0.6469 0.9692 -0.7169
H -1.0421 -0.5728 -1.6169
H -1.8481 1.1762 -1.0239
H -1.9651 -0.3758 -0.1069
H -0.7631 1.0892 1.6591
C -3.0721 4.2732 -2.7119
C -3.2061 3.8032 -4.1739
C -3.0851 4.9652 -5.1989
O -2.1971 2.9012 -4.5799
H -2.0631 4.8592 -2.5989
H -3.0621 3.4472 -2.0379
H -4.0021 4.8252 -2.3409
H -4.1811 3.5232 -4.3619
H -2.2001 5.4052 -5.3899
H -3.7791 5.7942 -4.9329
H -3.5261 4.7412 -6.2569
H -2.7521 2.1632 -4.8609
```

Atom charges from the Mulliken analysis, given in e for atoms 1 to 99: C -1.26; O -0.55; H 0.39; H 0.74; H 0.38; H 0.32; C -0.42; O -0.35; H -0.01; H 0.30; H 0.11; H -0.09; C -0.53; O -0.54; H 0.82; H 0.18; H -0.24; H 0.34; C -1.02; O -0.35; H 0.22; H 0.40; H 0.36; H 0.31; C -0.03; O -0.53; H 0.04; H -0.05; H 0.24; H 0.34; C -0.30; O -0.55; H -0.23; H 0.75; H 0.01; H 0.19; C -0.67; O -0.41; H 0.49; H -0.11; H 0.49; H 0.22; C -0.97; C -0.08; C -0.78; O -0.61; H 0.42; H -0.13; H 0.41; H 0.73; H 0.54; H 0.27; H -0.07; H 0.35; C -0.43; C 0.82; C -3.41; O -0.62; H 0.30; H 0.29; H -0.27; H 0.15; H 0.72; H 1.11; H 0.91; H 0.43; C -1.62; C 1.44; C -1.51; O -0.48; H 0.58; H -0.24; H 0.83; H 0.03; H 0.36; H 0.34; H 0.37; H -0.06; C -1.41; C 0.35; C -1.57; O -0.47; H 0.15; H 0.35; H 0.72; H 0.37; H 0.43; H 0.72; H 0.18; H 0.22; C -1.36; C 0.80; C -1.72; O 0.29; H 0.26; H 0.18; H 0.47; H 0.32; H 0.36



Which is most stable? The ranking, best first, is arrangement Q, arrangement P, arrangement R.